{"formula": "C22H46FO6P", "method": "ωB97M-V/def2-TZVPD", "symbols": ["C", "P", "C", "C", "C", "F", "C", "C", "C", "O", "H", "H", "H", "H", "H", "H", "H", "H", "H", "H", "H", "H", "H", "H", "H", "H", "C", "C", "C", "O", "H", "H", "H", "H", "H", "H", "C", "C", "C", "O", "H", "H", "H", "H", "H", "H", "C", "C", "C", "O", "H", "H", "H", "H", "H", "H", "C", "C", "C", "O", "H", "H", "H", "H", "H", "H", "C", "C", "C", "O", "H", "H", "H", "H", "H", "H"], "coordinates": [[2.13017, 1.87629, -0.89329], [1.02118, 0.93683, -2.02764], [2.47060, -0.04341, -2.81592], [2.68180, -1.48320, -2.29680], [2.43585, -1.73312, -0.80604], [3.60401, -2.26930, -0.22933], [-0.58222, 1.80574, -1.39302], [-1.72358, 0.85424, -1.63985], [-2.17944, 0.01143, -0.46360], [-2.92211, 1.11036, -0.99312], [2.66453, 2.62629, -1.47776], [1.59757, 2.40300, -0.10807], [2.88632, 1.25670, -0.42008], [0.77968, 1.53155, -3.30079], [0.36561, -0.29470, -1.71511], [2.23822, -0.12699, -3.88101], [3.40527, 0.51378, -2.75969], [2.11948, -2.21139, -2.87822], [3.72906, -1.74075, -2.46169], [2.20776, -0.84123, -0.23072], [1.65798, -2.48247, -0.67676], [-0.59797, 1.94414, -0.31387], [-0.81435, 2.72325, -1.94029], [-1.76476, 0.37786, -2.61905], [-1.63729, 0.20802, 0.43597], [-2.28750, -0.93411, -0.98255], [0.00948, -2.82648, 3.39988], [-1.11347, -1.98159, 2.85743], [-2.36346, -1.88225, 3.69371], [-1.01735, -1.40605, 1.79625], [0.84210, -2.81146, 2.69907], [0.34857, -2.43120, 4.36000], [-0.32924, -3.85235, 3.52365], [-2.12923, -1.45165, 4.66869], [-2.79480, -2.87502, 3.82798], [-3.08696, -1.24466, 3.18989], [1.40135, 6.67414, -1.20705], [2.32186, 5.90663, -2.12424], [2.99591, 6.68639, -3.22747], [2.50940, 4.72164, -1.98047], [0.98541, 5.99786, -0.46388], [1.95453, 7.46547, -0.69896], [0.58619, 7.11764, -1.78087], [3.61390, 7.47831, -2.80178], [2.24574, 7.13043, -3.88354], [3.62619, 6.01831, -3.80967], [6.02655, 2.13080, 3.07888], [5.04038, 1.50507, 2.11988], [4.84825, 0.01208, 2.22042], [4.43694, 2.17422, 1.31380], [6.07112, 3.20326, 2.90387], [5.71301, 1.95056, 4.10828], [7.01880, 1.70352, 2.92646], [4.48861, -0.25115, 3.21680], [5.79244, -0.50127, 2.03323], [4.12160, -0.31657, 1.48404], [-5.91391, 1.19842, -0.84820], [-7.24517, 0.70015, -0.34813], [-7.52510, -0.77632, -0.52048], [-8.05551, 1.43476, 0.16840], [-5.83654, 2.26746, -0.66574], [-5.10371, 0.69459, -0.32759], [-5.82124, 1.01407, -1.91913], [-6.77655, -1.36289, 0.01455], [-7.49818, -1.04048, -1.57875], [-8.51033, -1.00761, -0.12145], [-3.14706, -6.01605, 0.44392], [-1.83678, -5.85418, 1.17385], [-0.74594, -6.84544, 0.85143], [-1.66806, -4.96894, 1.98030], [-3.83958, -5.24216, 0.76660], [-2.98906, -5.92606, -0.63174], [-3.57820, -6.99414, 0.66246], [-0.49114, -6.78884, -0.20778], [-1.07912, -7.85734, 1.08648], [0.13846, -6.61666, 1.44153]], "forces_ev_per_a": [[0.008, -0.103, 0.124], [0.241, 0.836, 0.007], [-0.188, -0.605, -0.102], [0.371, 0.327, 0.174], [0.246, -0.254, -0.351], [-0.012, -0.024, 0.077], [-0.801, -0.610, -0.503], [1.296, 0.291, 1.146], [1.329, 0.786, -2.757], [-1.174, -0.231, -0.048], [-0.104, -0.173, -0.077], [-0.141, 0.012, -0.042], [0.021, -0.195, -0.116], [-0.008, -0.032, 0.012], [0.199, -0.156, 0.093], [-0.036, 0.099, -0.052], [0.033, 0.168, 0.121], [-0.214, 0.086, -0.047], [0.046, -0.132, 0.009], [-0.137, 0.074, 0.010], [-0.105, 0.067, 0.272], [0.264, 0.471, 0.063], [0.441, 0.312, 0.189], [-0.342, 0.095, -0.093], [-0.230, -0.470, 0.425], [-1.040, -0.651, 1.304], [0.191, 0.152, -0.086], [0.084, -0.081, -0.051], [-0.095, 0.135, -0.175], [0.103, -0.122, 0.186], [-0.009, 0.006, -0.012], [-0.084, -0.060, 0.053], [-0.030, 0.012, 0.125], [-0.002, -0.133, 0.063], [0.074, -0.023, 0.116], [0.011, 0.003, -0.008], [-0.018, -0.218, 0.090], [-0.008, 0.023, 0.006], [0.086, -0.222, -0.035], [0.001, 0.177, -0.101], [0.007, -0.011, -0.008], [-0.053, 0.100, -0.088], [0.061, 0.129, 0.004], [-0.099, 0.100, -0.030], [0.016, 0.129, 0.062], [-0.003, -0.010, 0.009], [-0.074, 0.186, -0.124], [0.021, 0.048, 0.021], [-0.144, 0.091, -0.144], [0.043, -0.042, 0.054], [-0.011, -0.004, -0.011], [0.098, -0.105, 0.017], [-0.013, -0.085, 0.117], [0.134, -0.042, 0.036], [0.017, -0.030, 0.132], [-0.026, -0.041, -0.052], [-0.367, 0.205, 0.167], [0.009, 0.060, -0.049], [-0.210, 0.060, 0.118], [-0.016, -0.023, 0.015], [0.017, 0.002, 0.000], [0.065, -0.101, -0.139], [0.134, -0.139, 0.031], [0.076, -0.027, -0.125], [0.134, -0.057, 0.012], [0.000, 0.014, 0.002], [-0.045, 0.198, 0.139], [-0.019, -0.005, -0.041], [0.108, 0.146, 0.171], [-0.068, -0.052, 0.010], [0.011, 0.007, 0.004], [-0.006, -0.142, -0.018], [0.044, -0.054, -0.128], [-0.075, -0.118, -0.030], [-0.027, -0.030, -0.141], [-0.004, 0.010, 0.000]], "lowdin_charge": [-0.221, 0.796, -0.356, -0.230, -0.217, -0.093, -0.306, -0.435, -0.105, -0.074, 0.028, 0.043, 0.018, 0.033, 0.047, 0.058, 0.068, 0.096, 0.103, 0.080, 0.108, 0.075, 0.080, 0.131, 0.080, 0.110, -0.027, -0.496, -0.015, 0.048, 0.079, 0.085, 0.062, 0.084, 0.083, 0.081, -0.019, -0.488, -0.022, 0.060, 0.082, 0.085, 0.086, 0.085, 0.085, 0.081, -0.026, -0.494, -0.012, 0.070, 0.080, 0.083, 0.084, 0.088, 0.090, 0.058, -0.026, -0.504, -0.029, 0.062, 0.086, 0.068, 0.090, 0.081, 0.081, 0.077, -0.018, -0.485, -0.017, 0.066, 0.081, 0.087, 0.086, 0.087, 0.086, 0.082], "total_charge": 0, "homo_ev": -7.6, "relative_energy_ev": 0.6078, "spin_multiplicity": 1, "smiles": "C[PH2](CCCF)C[C@H]1CO1.CC(C)=O.CC(C)=O.CC(C)=O.CC(C)=O.CC(C)=O"}